1.
The following is a quantum chemistry calculation of one molecule with the formula H5NO2SSi, from the OMol25 dataset.

Cartesian coordinates (Å):
N (-0.145, -0.131, 2.017)
S (0.402, 0.181, 0.344)
O (1.486, -0.740, 0.105)
O (0.794, 1.564, 0.268)
Si (-0.806, -0.136, -1.627)
H (0.403, -0.864, 2.350)
H (0.059, 0.724, 2.419)
H (-1.900, -1.081, -1.279)
H (-0.619, 1.128, -2.308)
H (0.327, -0.646, -2.290)

HOMO-LUMO gap   10.11 eV
Energy   -24376.58703 eV
Relative energy (zero: lowest compared OMol25 entry of this formula, charge and spin)   215.4 kJ/mol
SMILES   NS(=O)(=O)[SiH3]

---

2.
The following is a quantum chemistry calculation of a 2-piece molecular cluster, H5NOSSi overall, from the OMol25 dataset.

Cartesian coordinates (Å):
N (0.634, -0.511, 0.766)
O (-1.382, 0.999, 0.747)
Si (-1.007, -0.474, 0.370)
S (-0.345, 0.037, -2.721)
H (1.313, -1.235, 0.337)
H (1.017, 0.472, 0.901)
H (-1.559, 1.754, 0.321)
H (-1.728, -1.653, 0.680)
H (-0.641, -1.188, -3.077)

HOMO-LUMO gap   7.50 eV
Energy   -22331.31483 eV
Relative energy (zero: lowest compared OMol25 entry of this formula, charge and spin)   280.7 kJ/mol

---

3.
The following is a quantum chemistry calculation of a 2-piece molecular cluster, H5NP2S2 overall, from the OMol25 dataset.

Cartesian coordinates (Å):
N (0.366, 0.307, -1.049)
P (1.244, -1.945, 0.151)
P (-0.945, 0.928, -0.339)
S (-1.055, 2.850, -0.746)
S (1.217, -0.927, 1.927)
H (0.222, 0.580, -2.038)
H (-0.152, -2.272, -0.062)
H (-2.129, 0.280, -0.741)
H (-1.195, 0.776, 1.035)
H (2.429, -0.578, 1.860)

HOMO-LUMO gap (alpha / beta)   6.20 / 5.34 eV
Energy   -41816.54823 eV
Relative energy (zero: lowest compared OMol25 entry of this formula, charge and spin)   268.0 kJ/mol

---

4.
The following is a quantum chemistry calculation of a 2-piece molecular cluster, H5NS2 overall, from the OMol25 dataset.

Cartesian coordinates (Å):
S (1.222, 1.193, -0.250)
S (1.771, -0.893, -0.134)
H (1.974, 1.402, -1.408)
H (0.921, -1.042, 0.903)
N (-1.235, -0.335, 0.184)
H (-1.292, 0.357, -0.517)
H (-1.234, 0.156, 1.017)
H (-2.127, -0.838, 0.206)

HOMO-LUMO gap   8.53 eV
Energy   -23241.06288 eV
Relative energy (zero: lowest compared OMol25 entry of this formula, charge and spin)   53.5 kJ/mol
SMILES   SS.N

---

5.
The following is a quantum chemistry calculation of H5Na6O4 as an isolated structure, from the OMol25 dataset.

Cartesian coordinates (Å):
Na (-0.449, -3.040, 1.037)
Na (0.668, -0.627, -1.534)
Na (-0.670, 1.976, 0.449)
Na (1.736, -0.375, 1.741)
Na (-2.895, -0.760, -0.188)
Na (-1.513, -0.385, 2.962)
O (2.953, -0.613, -0.412)
H (3.040, 0.350, -0.406)
O (1.633, 2.025, 1.472)
H (1.383, 1.892, 0.552)
O (-0.543, -0.636, 0.684)
H (0.317, -0.174, 0.589)
O (-1.696, -0.222, -2.273)
H (-2.101, 0.156, -3.083)
H (-1.861, 0.434, -1.590)

HOMO-LUMO gap   4.33 eV
Energy   -34742.79321 eV
Total charge   +3

---

6.
The following is a quantum chemistry calculation of a 2-piece molecular cluster, H5O2PSSi overall, from the OMol25 dataset.

Cartesian coordinates (Å):
O (0.308, -1.631, -0.782)
O (0.685, -0.629, 1.549)
Si (-1.160, 1.060, -0.355)
P (0.610, -0.295, -0.031)
S (2.286, 0.461, -0.648)
H (0.993, -2.209, -0.978)
H (1.216, 0.016, 2.124)
H (-1.444, 1.320, -1.852)
H (-2.801, -0.389, 0.608)
H (-0.692, 2.296, 0.366)

HOMO-LUMO gap   7.89 eV
Energy   -32176.26795 eV
Relative energy (zero: lowest compared OMol25 entry of this formula, charge and spin)   255.2 kJ/mol

---

7.
The following is a quantum chemistry calculation of a 3-piece molecular cluster, H5O2S overall, from the OMol25 dataset.

Cartesian coordinates (Å):
S (1.051, 0.171, 1.062)
H (1.043, -0.928, 1.840)
H (1.069, -0.868, -1.612)
H (-0.139, -1.381, -2.420)
O (0.820, -1.382, -2.397)
H (-1.162, 0.799, 0.737)
H (-1.110, 1.943, 1.792)
O (-1.572, 1.646, 0.998)

HOMO-LUMO gap   7.51 eV
Energy   -15012.87667 eV
Relative energy (zero: lowest compared OMol25 entry of this formula, charge and spin)   23.5 kJ/mol
Total charge   -1

---

8.
The following is a quantum chemistry calculation of a 3-piece molecular cluster, H5O3 overall, from the OMol25 dataset.

Cartesian coordinates (Å):
O (-1.470, 1.616, 0.266)
H (-1.425, 2.105, 1.110)
O (0.986, -1.821, -1.249)
H (0.642, -1.120, -0.523)
H (1.613, -1.160, -1.564)
O (0.467, -0.036, 0.506)
H (-0.679, 0.930, 0.355)
H (-0.134, -0.513, 1.100)

HOMO-LUMO gap   9.24 eV
Energy   -6224.41464 eV
Relative energy (zero: lowest compared OMol25 entry of this formula, charge and spin)   20.8 kJ/mol
Total charge   -1